Record 1
Entry from the Open Molecules 2025 dataset: a single C6H10O molecule (the ωB97M-V functional and the def2-TZVPD basis).

Its total energy is -309.7429 hartree. The highest occupied orbital energy comes out at -8.45 eV. For the gap between HOMO and LUMO, the calculation gives 9.12 eV. For the energy above the lowest of the compared OMol25 structures with the same formula, charge and spin, the calculation gives 62.4 kcal/mol.

Geometry as XYZ:
```
17
C6H10O, DFT the ωB97M-V functional and the def2-TZVPD basis
C -2.307 -0.235 -0.872
C -1.044 0.015 -0.083
C 0.119 0.366 -0.663
C 1.468 0.524 0.009
C 2.152 -0.831 0.232
C -1.154 -0.309 1.360
O -0.930 0.745 2.110
H -3.115 0.438 -0.555
H -2.660 -1.257 -0.703
H -2.139 -0.083 -1.943
H 0.125 0.427 -1.753
H 1.381 1.032 0.976
H 2.100 1.159 -0.627
H 3.170 -0.689 0.607
H 1.593 -1.426 0.965
H 2.218 -1.396 -0.702
H -0.749 1.551 1.575
```

---

Record 2
Entry from the Open Molecules 2025 dataset: a single C6H10O molecule at a distorted geometry (the ωB97M-V functional and the def2-TZVPD basis).

Its total energy is -309.7596 hartree. The highest occupied orbital energy comes out at -8.61 eV. For the gap between HOMO and LUMO, the calculation gives 9.67 eV. For the energy above the lowest of the compared OMol25 structures with the same formula, charge and spin, the calculation gives 52.0 kcal/mol. Its SMILES is C[C@H]1O[C@H]2C[C@]21C.

Geometry as XYZ:
```
17
C6H10O, DFT the ωB97M-V functional and the def2-TZVPD basis
C 1.439 -0.335 1.443
C 0.020 -0.413 0.932
O -0.695 0.721 1.520
C -1.201 1.138 0.278
C -0.187 1.375 -0.760
C -0.409 -0.076 -0.489
C -0.466 -1.167 -1.553
H 2.047 -1.212 1.208
H 1.929 0.568 1.071
H 1.358 -0.254 2.533
H -0.422 -1.391 1.198
H -2.038 1.847 0.349
H -0.702 1.649 -1.684
H 0.696 1.955 -0.524
H 0.552 -1.513 -1.812
H -1.008 -2.061 -1.219
H -0.913 -0.830 -2.494
```

---

Record 3
Entry from the Open Molecules 2025 dataset: 2 unconnected molecules or ions with the total composition C6H10O (the ωB97M-V functional and the def2-TZVPD basis).

Its total energy is -309.6622 hartree. The highest occupied orbital energy comes out at -8.36 eV. For the gap between HOMO and LUMO, the calculation gives 9.22 eV. For the energy above the lowest of the compared OMol25 structures with the same formula, charge and spin, the calculation gives 113.1 kcal/mol.

Geometry as XYZ:
```
17
C6H10O, DFT the ωB97M-V functional and the def2-TZVPD basis
C 1.704 -0.648 -0.120
C 0.701 0.329 0.467
C -0.004 1.350 -0.463
C -1.316 1.086 0.288
O -2.144 0.118 -0.403
C -1.690 -0.939 0.272
C -0.689 -0.079 1.068
H 2.012 -1.399 0.615
H 2.601 -0.101 -0.434
H 1.309 -1.170 -0.996
H 1.194 0.885 1.273
H 0.373 2.374 -0.414
H -0.065 1.039 -1.512
H -1.910 1.901 0.702
H -0.388 -2.280 -1.496
H -0.951 -2.225 -0.995
H -0.735 -0.241 2.146
```

---

Record 4
Entry from the Open Molecules 2025 dataset: a single C6H10O molecule (the ωB97M-V functional and the def2-TZVPD basis).

Its total energy is -309.8210 hartree. The highest occupied orbital energy comes out at -8.94 eV. For the gap between HOMO and LUMO, the calculation gives 9.86 eV. For the energy above the lowest of the compared OMol25 structures with the same formula, charge and spin, the calculation gives 13.4 kcal/mol. Its SMILES is CC(C)=CCC=O.

Geometry as XYZ:
```
17
C6H10O, DFT the ωB97M-V functional and the def2-TZVPD basis
C 0.238 -2.200 0.773
C -0.056 -0.821 0.244
C -1.515 -0.469 0.159
C 0.933 0.021 -0.070
C 0.834 1.524 -0.120
C 0.274 2.254 -1.317
O -0.374 1.773 -2.214
H -0.392 -2.981 0.333
H 0.022 -2.193 1.852
H 1.290 -2.472 0.655
H -1.961 -1.133 -0.592
H -1.691 0.554 -0.182
H -2.052 -0.644 1.100
H 1.941 -0.384 -0.142
H 1.824 1.951 0.082
H 0.211 1.870 0.721
H 0.473 3.350 -1.280
```

---

Record 5
Entry from the Open Molecules 2025 dataset: a molecular structure, C6H10O (the ωB97M-V functional and the def2-TZVPD basis).

Its total energy is -309.6909 hartree. The highest occupied orbital energy comes out at -8.33 eV. For the gap between HOMO and LUMO, the calculation gives 8.32 eV. For the energy above the lowest of the compared OMol25 structures with the same formula, charge and spin, the calculation gives 95.0 kcal/mol.

Geometry as XYZ:
```
17
C6H10O, DFT the ωB97M-V functional and the def2-TZVPD basis
C 2.074 0.286 0.626
O 1.336 -0.653 1.195
C 0.215 -1.169 -0.084
C -1.133 -1.177 0.242
C -1.713 0.196 0.428
C -0.837 1.016 -0.532
C 0.188 -0.017 -0.982
H 3.078 -0.017 0.269
H 2.097 1.262 1.141
H 1.504 0.561 -0.443
H 0.693 -2.090 -0.403
H -1.715 -2.083 0.410
H -2.769 0.248 0.144
H -1.640 0.511 1.479
H -1.430 1.370 -1.381
H -0.365 1.892 -0.068
H 0.416 -0.135 -2.041
```

---

Record 6
Entry from the Open Molecules 2025 dataset: 2 unconnected molecules or ions with the total composition C6H10O (the ωB97M-V functional and the def2-TZVPD basis).

Its total energy is -309.7763 hartree. The highest occupied orbital energy comes out at -9.32 eV. For the gap between HOMO and LUMO, the calculation gives 10.22 eV. For the energy above the lowest of the compared OMol25 structures with the same formula, charge and spin, the calculation gives 41.5 kcal/mol. Its SMILES is CC1CC1.C=C=O.

Geometry as XYZ:
```
17
C6H10O, DFT the ωB97M-V functional and the def2-TZVPD basis
C 1.225 0.382 1.626
C 0.204 -0.712 1.402
C -1.263 -0.388 1.316
C -0.505 -0.778 0.085
C 0.399 0.937 -2.418
C -0.568 0.206 -2.916
O -1.482 -0.349 -3.377
H 1.345 0.616 2.689
H 0.922 1.304 1.114
H 2.207 0.094 1.231
H 0.447 -1.669 1.860
H -1.988 -1.083 1.726
H -1.553 0.659 1.379
H -0.682 -1.729 -0.412
H 1.228 0.555 -1.836
H -0.310 0.054 -0.569
H 0.374 1.902 -2.900
```

---

Record 7
Entry from the Open Molecules 2025 dataset: a single C6H10O molecule (the ωB97M-V functional and the def2-TZVPD basis).

Its total energy is -309.7373 hartree. The highest occupied orbital energy comes out at -7.76 eV. For the gap between HOMO and LUMO, the calculation gives 8.54 eV. For the energy above the lowest of the compared OMol25 structures with the same formula, charge and spin, the calculation gives 65.9 kcal/mol.

Geometry as XYZ:
```
17
C6H10O, DFT the ωB97M-V functional and the def2-TZVPD basis
C -1.968 -0.721 -0.083
C -0.577 -0.488 0.397
O -0.383 -0.336 1.649
C 0.039 1.481 -0.591
C 1.278 1.306 0.010
C 1.694 -0.006 0.312
C 0.709 -0.997 -0.285
H -2.249 -1.751 0.170
H -2.045 -0.598 -1.165
H -2.661 -0.046 0.424
H 0.779 -0.062 1.504
H -0.225 0.891 -1.466
H -0.450 2.453 -0.547
H 1.805 2.148 0.460
H 2.724 -0.266 0.546
H 0.910 -2.022 0.044
H 0.620 -0.986 -1.380
```

---

Record 8
Entry from the Open Molecules 2025 dataset: a single C6H10O molecule (the ωB97M-V functional and the def2-TZVPD basis).

Its total energy is -309.8028 hartree. The highest occupied orbital energy comes out at -8.74 eV. For the gap between HOMO and LUMO, the calculation gives 9.76 eV. For the energy above the lowest of the compared OMol25 structures with the same formula, charge and spin, the calculation gives 24.8 kcal/mol. Its SMILES is CC1=CCC[C@H]1O.

Geometry as XYZ:
```
17
C6H10O, DFT the ωB97M-V functional and the def2-TZVPD basis
C 2.134 -0.188 -0.059
C 0.730 0.099 0.363
C -0.004 -0.824 0.998
C -1.246 -1.078 0.185
C -1.457 0.223 -0.621
C -0.172 1.050 -0.405
O -0.402 2.252 0.323
H 2.728 0.651 -0.420
H 1.964 -0.858 -0.917
H 2.689 -0.778 0.675
H 0.412 -1.563 1.680
H -2.130 -1.491 0.671
H -0.881 -1.848 -0.512
H -1.613 0.018 -1.684
H -2.323 0.790 -0.271
H 0.279 1.392 -1.341
H -0.680 1.992 1.213
```

---

Record 9
Entry from the Open Molecules 2025 dataset: a single C6H10O molecule at a distorted geometry (the ωB97M-V functional and the def2-TZVPD basis).

Its total energy is -309.7904 hartree. The highest occupied orbital energy comes out at -9.92 eV. For the gap between HOMO and LUMO, the calculation gives 10.94 eV. For the energy above the lowest of the compared OMol25 structures with the same formula, charge and spin, the calculation gives 32.6 kcal/mol. Its SMILES is C[C@H]1C[C@H]1CC=O.

Geometry as XYZ:
```
17
C6H10O, DFT the ωB97M-V functional and the def2-TZVPD basis
C 1.510 0.874 -0.946
C 0.522 -0.226 -1.273
C 0.406 -1.499 -0.478
C -0.647 -0.458 -0.317
C -0.517 0.164 1.060
C -1.862 0.597 1.635
O -2.942 0.341 1.153
H 2.343 0.898 -1.655
H 1.938 0.740 0.051
H 1.011 1.851 -0.985
H 0.375 -0.332 -2.355
H 0.145 -2.383 -1.056
H 0.924 -1.584 0.509
H -1.670 -0.680 -0.618
H 0.132 1.049 1.093
H 0.141 -0.592 1.648
H -1.809 1.240 2.535
```

---

Record 10
Entry from the Open Molecules 2025 dataset: 2 unconnected molecules or ions with the total composition C6H10O at a distorted geometry (the ωB97M-V functional and the def2-TZVPD basis).

Its total energy is -309.7769 hartree. The highest occupied orbital energy comes out at -8.83 eV. For the gap between HOMO and LUMO, the calculation gives 9.71 eV. For the energy above the lowest of the compared OMol25 structures with the same formula, charge and spin, the calculation gives 41.1 kcal/mol. Its SMILES is C1=CCCC1.C=O.

Geometry as XYZ:
```
17
C6H10O, DFT the ωB97M-V functional and the def2-TZVPD basis
C 0.187 -2.056 1.289
O 0.503 -1.030 1.845
C -0.776 0.602 0.757
C 0.046 1.618 0.511
C 0.857 1.439 -0.743
C 0.263 0.152 -1.367
C -0.879 -0.305 -0.428
H -0.747 -2.596 1.532
H 0.863 -2.570 0.584
H -0.727 -1.377 -0.137
H -1.424 0.516 1.623
H 0.101 2.513 1.120
H 0.767 2.300 -1.416
H 1.928 1.346 -0.505
H -0.088 0.332 -2.387
H 1.012 -0.645 -1.421
H -1.884 -0.238 -0.857
```

---

Record 11
Entry from the Open Molecules 2025 dataset: 2 unconnected molecules or ions with the total composition C6H10O (the ωB97M-V functional and the def2-TZVPD basis).

Its total energy is -309.7785 hartree. The highest occupied orbital energy comes out at -8.18 eV. For the gap between HOMO and LUMO, the calculation gives 9.20 eV. For the energy above the lowest of the compared OMol25 structures with the same formula, charge and spin, the calculation gives 40.1 kcal/mol. Its SMILES is C1=CCCOC=C1.[H][H].

Geometry as XYZ:
```
17
C6H10O, DFT the ωB97M-V functional and the def2-TZVPD basis
C 0.723 -0.203 -1.295
C -0.515 0.682 -1.412
O -1.613 0.277 -0.605
C -1.531 0.488 0.726
C -0.442 0.585 1.504
C 0.961 0.338 1.167
C 1.480 -0.041 -0.009
H 1.387 0.049 -2.133
H 0.419 -1.247 -1.448
H -0.259 1.721 -1.167
H -0.900 0.649 -2.435
H -2.526 0.574 1.157
H -0.713 -2.559 0.644
H -0.650 0.799 2.549
H 1.650 0.439 2.004
H -0.026 -2.334 0.812
H 2.554 -0.216 -0.059
```

---

Record 12
Entry from the Open Molecules 2025 dataset: a single C6H10O2 molecule at a distorted geometry (the ωB97M-V functional and the def2-TZVPD basis).

Its total energy is -384.8646 hartree. The highest occupied orbital energy comes out at -8.76 eV. For the gap between HOMO and LUMO, the calculation gives 9.71 eV. For the energy above the lowest of the compared OMol25 structures with the same formula, charge and spin, the calculation gives 149.2 kcal/mol. Its SMILES is C1CO[C@H]2C[C@H](C2)O1.

Geometry as XYZ:
```
18
C6H10O2, DFT the ωB97M-V functional and the def2-TZVPD basis
C 0.665 0.830 1.282
C 1.635 -0.119 0.497
C -0.066 -1.124 -0.945
C -1.395 -1.087 -0.016
C -1.026 0.681 -0.025
C -0.540 0.385 -1.466
H 0.270 0.151 2.071
H 1.200 1.629 1.811
H 2.432 -0.362 0.964
H 2.068 0.555 -0.183
H -0.190 -1.896 -1.710
H -2.284 -1.126 -0.634
H -1.056 -1.575 0.969
H -1.798 1.442 -0.532
H -1.442 0.294 -2.218
H -0.026 1.329 -1.891
O 0.983 -1.208 0.021
O -0.336 1.477 0.652
```

---

The lowest highest occupied orbital energy belongs to which entry?
number 9

---

Which value of highest occupied orbital energy does entry 6 give?
-9.32 eV

---

Which of these has the lowest gap between HOMO and LUMO?
number 5

---

Which of these has the highest gap between HOMO and LUMO?
number 9